18
Properties=species:S:1:pos:R:3:forces:R:3 method="wB97M-V/def2-TZVPD" spin_multiplicity=1 homo_lumo_gap_ev=9.7
H 3.345401 -0.102834 -0.907785 -1.928 0.847 -0.924
N 2.356521 0.099964 -1.319747 2.155 -0.662 0.585
C 1.521004 -0.236522 -0.438689 -2.275 -0.824 -1.443
N 1.801547 -0.613582 0.848679 2.944 -2.756 1.203
C -0.044684 -0.248061 -0.839422 0.010 -0.432 1.342
O -0.749438 -1.300088 -0.060997 -0.199 1.674 0.090
C -2.185574 -1.257208 -0.198258 0.583 1.946 -0.678
S -0.686329 1.444500 -0.816525 0.730 -0.207 -0.091
C -0.205687 2.090393 0.790142 -0.285 1.821 -0.197
H 1.141279 -1.207664 1.287675 -1.786 0.060 0.242
H 2.629935 -1.338140 0.927412 -1.348 2.517 -0.646
H -0.331775 -0.548740 -1.833317 1.090 0.070 -0.861
H -2.591072 -1.966619 0.436087 -0.525 -1.165 1.844
H -2.564972 -1.578241 -1.141741 0.374 -0.267 -1.423
H -2.681395 -0.253481 -0.071769 0.938 -0.802 0.398
H -0.690597 3.077496 0.749967 0.381 0.150 -0.202
H -0.908526 1.636619 1.437761 0.218 -0.949 1.488
H 0.844359 2.302200 1.150521 -1.076 -1.020 -0.727

=====

50
Properties=species:S:1:pos:R:3:forces:R:3 method="wB97M-V/def2-TZVPD" smiles="C[C@H](Cc1ccccc1)N(C)C(=O)Cn1nc(-c2ccccc2)ccc1=O" spin_multiplicity=1 homo_lumo_gap_ev=8.4
C -0.812379 -4.182467 0.049535 0.019 0.880 -0.339
C -1.201920 -2.724363 0.387910 0.478 0.161 -1.436
C -1.304537 -1.800974 -0.906664 0.140 -0.097 0.945
C -1.497451 -0.330881 -0.536512 -0.566 -0.068 -0.153
C -0.499586 0.626951 -0.694892 0.417 -0.500 -0.195
C -0.723803 1.962324 -0.418008 -0.269 0.454 0.393
C -1.958717 2.387612 0.102423 0.275 -0.368 -0.579
C -3.003515 1.467620 0.196495 0.942 -0.115 0.151
C -2.745999 0.127601 -0.098733 -0.701 -0.245 -0.126
N -0.274857 -2.100433 1.374366 -0.101 -0.058 0.443
C -0.928656 -1.537160 2.575509 1.566 -0.109 -0.009
C 1.083513 -1.932798 1.138192 -0.760 0.481 -0.786
O 1.656407 -2.314530 0.128145 -0.676 -0.370 -0.198
C 2.007577 -1.241628 2.148318 -0.662 0.164 1.759
N 1.945083 0.231714 2.311050 -0.394 1.879 0.041
N 2.489529 1.000293 1.316747 -0.167 0.148 -0.444
C 2.291605 2.308804 1.230552 -1.123 -1.745 1.226
C 2.819035 3.051599 0.059219 0.804 -0.797 -1.443
C 3.087091 4.419667 0.078943 0.331 0.125 0.063
C 3.684246 5.085241 -1.008287 -0.514 -1.409 0.250
C 4.010826 4.342864 -2.124240 0.535 1.290 -1.014
C 3.731580 3.000186 -2.191644 -0.303 -1.133 -0.912
C 3.125554 2.342120 -1.156579 -0.570 0.019 1.714
C 1.386923 2.938709 2.179513 -0.363 0.244 0.889
C 0.876869 2.243308 3.257601 1.736 -0.084 -1.410
C 1.338677 0.846058 3.457802 -1.214 -0.871 -0.115
O 1.048922 0.189686 4.456091 0.518 0.422 -0.793
H -1.603971 -4.655577 -0.534486 0.021 0.134 -0.133
H -0.733831 -4.748054 0.969453 0.306 -0.146 0.173
H 0.121072 -4.176409 -0.524912 -0.173 -0.270 0.294
H -2.224505 -2.797168 0.788765 0.553 0.491 0.433
H -2.148560 -2.124455 -1.522579 -0.017 -0.099 0.166
H -0.409152 -1.931190 -1.517098 0.070 0.069 0.176
H 0.486027 0.318114 -1.053338 -0.272 0.045 0.024
H 0.089461 2.658689 -0.635237 -0.320 -0.020 0.290
H -2.122647 3.420009 0.378974 0.036 0.083 -0.127
H -3.984635 1.799117 0.509882 -0.012 -0.130 0.053
H -3.594606 -0.568773 -0.032035 0.456 0.141 -0.027
H -0.878008 -0.461165 2.569993 -0.094 0.490 -0.019
H -0.430603 -1.886545 3.480457 0.016 0.048 0.030
H -1.950008 -1.828722 2.639451 -0.699 -0.320 -0.228
H 2.993433 -1.542846 1.873130 0.634 0.144 -0.477
H 1.839892 -1.700177 3.137815 -0.054 0.564 -0.152
H 2.908373 4.978691 0.984121 -0.130 0.119 0.143
H 3.875994 6.131297 -1.008412 0.089 0.631 0.279
H 4.462952 4.844212 -3.003542 -0.278 -0.351 0.688
H 3.906886 2.420993 -3.108378 0.146 0.432 0.368
H 2.880537 1.276752 -1.248588 0.143 0.493 0.208
H 1.140665 4.001622 1.974485 -0.082 -0.860 0.350
H 0.202066 2.623313 4.028080 0.280 0.012 -0.434

=====

158
Properties=species:S:1:pos:R:3:forces:R:3 method="wB97M-V/def2-TZVPD" smiles=Cc1cccc(CP(COCOCCO)#P(O)Cl)c1.CC(C)O.CC(C)O.CC(C)O.CC(C)O.CC(C)O.CC(C)O.CC(C)O.CC(C)O.CC(C)O.CC(C)O spin_multiplicity=1 homo_lumo_gap_ev=8.8
C -6.284076 2.022874 1.777746 0.248 0.047 0.105
C -5.529519 2.532823 0.576838 -0.198 -0.053 -0.027
C -4.186918 2.226539 0.410868 0.252 0.029 -0.058
C -3.488314 2.688303 -0.696986 -0.025 -0.016 -0.022
C -4.136113 3.460967 -1.649458 0.179 -0.001 0.009
C -5.480336 3.779644 -1.510432 -0.172 -0.029 0.108
C -6.127747 4.640069 -2.578220 0.128 0.124 -0.016
P -7.967563 4.558532 -2.651537 -0.394 -0.735 0.251
C -8.525313 5.822131 -1.394226 0.346 0.067 -0.306
O -9.914122 6.007669 -1.565125 -0.069 0.177 0.193
C -10.759000 5.323850 -0.691353 -0.079 -0.057 -0.118
O -11.631668 4.549669 -1.464327 0.106 -0.097 0.040
C -12.829186 4.202171 -0.797414 0.004 -0.053 -0.140
C -13.228053 2.763950 -1.122065 0.174 -0.140 0.025
O -12.833281 2.448356 -2.445290 -0.191 0.081 0.001
P -8.460340 5.762527 -4.442887 0.118 0.500 -0.037
O -6.991873 6.188014 -5.043216 -0.115 0.012 0.018
Cl -8.920568 4.198271 -5.714433 -0.013 -0.219 -0.079
C -6.164046 3.302898 -0.393601 0.016 0.130 -0.079
H -5.932575 2.523889 2.685055 -0.086 0.004 -0.042
H -7.355957 2.193936 1.686076 0.010 -0.044 -0.011
H -6.098173 0.955996 1.923165 -0.118 0.044 -0.047
H -3.675177 1.622321 1.151940 -0.019 -0.032 -0.031
H -2.446060 2.425109 -0.833812 -0.029 -0.045 0.047
H -3.588458 3.825999 -2.513217 -0.020 -0.054 0.028
H -5.775025 4.269563 -3.547640 0.002 0.026 0.039
H -5.765729 5.669430 -2.491525 -0.053 0.002 -0.026
H -8.035368 6.790397 -1.528587 -0.040 -0.010 0.039
H -8.267384 5.450347 -0.399182 -0.055 0.087 0.050
H -10.174851 4.674725 -0.022523 0.004 0.050 0.060
H -11.326296 6.057829 -0.102143 0.007 -0.018 0.006
H -12.688554 4.280487 0.285947 -0.209 0.011 0.028
H -13.626955 4.888664 -1.101470 0.075 0.056 0.000
H -12.758041 2.075534 -0.408880 0.074 0.033 -0.051
H -14.314454 2.669094 -1.007957 0.024 0.051 0.101
H -13.150040 1.563512 -2.647266 0.015 0.020 -0.020
H -6.401017 5.435342 -5.169404 0.102 0.052 -0.038
H -7.219522 3.527209 -0.270040 0.050 -0.074 -0.025
C -2.136647 -2.226521 -1.582874 -0.134 0.133 0.197
C -1.948555 -0.819891 -2.127312 0.172 -0.190 -0.050
C -1.172908 -0.836274 -3.436533 -0.001 0.122 -0.022
O -1.290646 0.006468 -1.170493 -0.116 0.078 0.054
H -1.171135 -2.689246 -1.381517 0.014 -0.040 -0.077
H -2.701780 -2.200135 -0.649553 -0.036 0.028 -0.028
H -2.668655 -2.858451 -2.295311 0.020 -0.020 -0.009
H -2.922253 -0.351070 -2.286753 -0.001 0.042 0.033
H -0.180252 -1.265457 -3.277970 -0.019 -0.057 -0.002
H -1.045923 0.177308 -3.818907 -0.017 0.001 0.002
H -1.685405 -1.434251 -4.192064 0.001 -0.016 0.006
H -0.414389 -0.360608 -0.993680 0.065 0.138 0.012
C -1.249162 -6.841852 -3.115907 -0.001 0.052 0.178
C -1.042248 -5.419494 -3.604095 0.200 -0.173 -0.093
C -0.291810 -5.395202 -4.927543 0.003 0.130 -0.024
O -0.348790 -4.638710 -2.628155 0.007 -0.007 -0.026
H -0.283730 -7.329113 -2.950112 0.021 0.010 -0.086
H -1.791050 -6.846054 -2.168501 -0.043 0.026 -0.028
H -1.806400 -7.435252 -3.839190 -0.031 0.060 0.036
H -2.009214 -4.927346 -3.725480 0.002 0.045 0.044
H 0.694704 -5.851190 -4.803318 -0.026 -0.064 -0.002
H -0.152426 -4.369515 -5.271409 -0.019 0.000 0.002
H -0.830925 -5.951993 -5.695774 -0.001 -0.015 0.005
H 0.514700 -5.045343 -2.495516 0.000 -0.020 0.008
C 2.065536 -10.266215 -6.191488 -0.087 -0.026 0.055
C 1.807787 -8.807497 -5.848604 0.199 -0.064 -0.035
C 2.960218 -7.915121 -6.280508 -0.042 0.082 0.052
O 1.554194 -8.657464 -4.450508 -0.119 0.020 0.009
H 2.958741 -10.624120 -5.671759 0.032 0.016 -0.034
H 1.225918 -10.888025 -5.880117 -0.011 0.008 -0.014
H 2.217865 -10.399838 -7.262935 0.010 0.007 -0.004
H 0.889650 -8.475775 -6.336857 -0.033 0.020 0.041
H 3.878360 -8.207533 -5.763020 0.012 -0.036 -0.033
H 2.752616 -6.874280 -6.032099 -0.016 -0.001 -0.014
H 3.136027 -7.987627 -7.354269 0.004 -0.013 -0.004
H 2.342768 -8.938573 -3.973358 0.008 -0.011 -0.005
C 0.835234 2.920824 1.079538 -0.031 0.004 -0.143
C 0.622237 1.420176 1.207153 0.124 0.142 0.161
C 1.064304 0.912229 2.568698 0.004 -0.138 -0.009
O 1.330441 0.729743 0.171822 -0.147 -0.058 -0.071
H 1.895796 3.162176 1.197346 -0.002 0.001 0.072
H 0.516781 3.268256 0.095875 -0.024 -0.006 0.005
H 0.276260 3.466451 1.841386 0.013 -0.001 0.021
H -0.430252 1.186695 1.039374 0.016 -0.056 -0.090
H 2.130162 1.106016 2.708428 -0.035 0.065 0.062
H 0.905095 -0.164389 2.648219 -0.059 0.010 -0.022
H 0.514557 1.404946 3.373024 0.002 0.023 -0.008
H 2.268448 0.914218 0.292709 0.018 -0.051 0.009
C 6.642314 2.156806 3.657486 0.008 -0.101 -0.056
C 5.200615 2.606157 3.495869 0.080 -0.001 0.279
C 4.737896 3.486645 4.643557 -0.112 0.019 -0.035
O 4.339929 1.469930 3.375603 0.003 -0.035 -0.191
H 6.748385 1.562155 4.568354 0.046 0.025 0.015
H 6.941563 1.526152 2.818898 0.001 0.025 -0.019
H 7.324755 3.006152 3.714759 -0.027 0.022 0.012
H 5.084596 3.151462 2.556963 -0.044 -0.052 -0.043
H 4.801645 2.942596 5.591144 0.086 -0.013 -0.011
H 3.702878 3.791826 4.498014 0.013 0.057 -0.005
H 5.348996 4.386851 4.725366 0.018 -0.003 0.012
H 4.412747 0.955841 4.187793 0.048 0.016 0.016
C 6.095112 -2.330378 3.610947 -0.048 0.109 0.009
C 7.453652 -1.764557 3.995367 -0.091 -0.239 0.045
C 8.498478 -2.855222 4.163411 0.052 0.079 0.078
O 7.346743 -0.981966 5.185767 -0.022 0.148 -0.024
H 5.730682 -3.000163 4.395310 0.026 -0.042 -0.017
H 5.366383 -1.528499 3.485901 0.017 0.008 -0.031
H 6.150422 -2.895122 2.679423 0.007 -0.014 0.003
H 7.781330 -1.062593 3.226114 0.012 0.057 0.036
H 8.201164 -3.541961 4.962198 -0.056 -0.032 -0.045
H 9.464412 -2.428949 4.426971 0.014 0.010 -0.046
H 8.618182 -3.431841 3.244876 -0.011 -0.013 0.000
H 7.064981 -1.563693 5.899970 0.028 -0.033 -0.005
C 12.512950 -2.478881 1.193739 -0.071 -0.074 0.025
C 11.857330 -1.493715 2.148803 0.209 0.014 -0.043
C 12.624527 -0.182948 2.220784 -0.066 0.039 0.075
O 11.721899 -2.068230 3.447675 -0.052 -0.004 -0.008
H 13.523599 -2.719390 1.535435 0.022 0.040 -0.022
H 11.944004 -3.407664 1.152566 -0.013 0.009 -0.004
H 12.582712 -2.067528 0.186031 0.009 0.012 0.001
H 10.834527 -1.297239 1.821527 -0.031 -0.015 0.036
H 13.638332 -0.359620 2.591034 0.020 -0.012 -0.045
H 12.134039 0.509140 2.904982 -0.015 -0.003 -0.009
H 12.697050 0.288427 1.239906 0.008 -0.009 -0.009
H 12.604934 -2.259294 3.782165 0.007 0.006 0.005
C -0.406434 5.533120 5.158750 0.009 -0.062 -0.082
C 0.977878 5.183054 5.684267 -0.083 0.219 0.020
C 1.258623 5.862505 7.016073 0.085 -0.041 0.014
O 1.975823 5.524241 4.728596 -0.053 -0.011 -0.042
H -0.482318 6.611474 4.992321 -0.008 0.012 0.045
H -0.591084 5.033402 4.207275 0.002 -0.015 0.005
H -1.186328 5.240324 5.863246 -0.001 0.008 0.009
H 1.056789 4.100382 5.804738 0.025 -0.017 -0.021
H 1.226283 6.948934 6.897291 -0.043 0.003 0.000
H 2.251564 5.595426 7.378035 -0.003 -0.016 -0.003
H 0.523647 5.577925 7.770560 -0.011 0.004 -0.004
H 1.950932 6.480405 4.582254 0.162 0.010 -0.073
C 2.354852 7.135830 1.217253 -0.007 -0.091 0.087
C 1.920612 8.263208 2.140028 0.139 -0.015 -0.227
C 1.966899 9.616613 1.450270 -0.011 0.049 0.101
O 2.725484 8.274742 3.322230 -0.204 -0.032 0.175
H 3.387742 7.291782 0.892625 -0.012 0.035 -0.041
H 2.306507 6.178483 1.737360 -0.022 0.006 0.010
H 1.722282 7.084292 0.330316 0.001 0.013 -0.008
H 0.905689 8.069528 2.492572 0.001 0.001 0.056
H 2.988383 9.842425 1.131562 -0.004 -0.026 -0.046
H 1.646531 10.405389 2.130826 -0.016 -0.009 0.001
H 1.323715 9.632803 0.569899 0.006 -0.013 -0.010
H 3.638665 8.437218 3.063041 0.017 -0.038 0.011
C -2.982148 -10.254081 -2.190660 -0.025 0.103 0.003
C -3.434962 -10.381293 -3.637222 0.175 -0.147 0.104
C -3.264328 -11.801252 -4.154475 -0.036 0.029 -0.102
O -2.728559 -9.458028 -4.464032 -0.091 -0.091 -0.113
H -1.919917 -10.500538 -2.105769 -0.005 -0.044 0.001
H -3.116288 -9.232351 -1.836035 -0.016 0.000 -0.005
H -3.542908 -10.926155 -1.539685 0.005 -0.014 -0.004
H -4.482920 -10.088385 -3.718038 -0.002 0.039 -0.031
H -2.209818 -12.089621 -4.119589 0.000 -0.014 0.049
H -3.597410 -11.873786 -5.189770 -0.015 0.006 0.005
H -3.832688 -12.513075 -3.554455 0.007 0.000 0.014
H -1.790719 -9.680272 -4.419897 0.012 0.025 0.015